No. 1
C21H26N4O4S2 in the gas phase in a non-equilibrium geometry. Source: the Open Molecules 2025 dataset; level of theory: ωB97M-V/def2-TZVPD.

CARTESIAN COORDINATES (ANGSTROEM)
N 2.879067 1.495484 0.228786
C 2.587009 2.587790 0.395210
C 2.203066 3.957075 0.617186
C 0.949304 4.320519 -0.198763
N -0.132173 3.399541 0.048193
C -0.936061 3.611342 1.237455
C -1.512831 2.304935 1.696880
C -2.876153 2.137118 1.900021
C -3.348299 0.900874 2.311304
C -2.432942 -0.121895 2.502906
N -1.132545 0.027456 2.312093
C -0.687676 1.205103 1.917841
S -1.009334 2.840723 -1.282466
O -0.414386 3.401542 -2.460359
O -2.404465 3.062289 -1.039370
C -0.676952 1.082471 -1.276110
C 0.561030 0.652310 -1.714618
C 0.832790 -0.705712 -1.739535
C -0.137782 -1.599170 -1.323104
S 0.199317 -3.373837 -1.417753
O 0.956690 -3.567248 -2.620008
O -1.052539 -4.055199 -1.262164
N 1.156491 -3.772702 -0.148173
C 2.582730 -3.594695 -0.247698
C 3.209941 -2.790528 0.898890
C 2.326951 -1.670798 1.452631
C 1.345789 -2.157145 2.519206
C 0.159024 -2.937522 1.962146
C 0.546873 -4.141505 1.103440
C -1.382806 -1.166251 -0.906127
C -1.659151 0.191880 -0.886266
H 3.028965 4.610992 0.326375
H 2.016427 4.087464 1.687218
H 0.657874 5.353261 0.036323
H 1.163412 4.260064 -1.267216
H -1.745645 4.324347 1.034668
H -0.291830 4.023666 2.020146
H -3.554209 2.959027 1.725625
H -4.401711 0.736340 2.475474
H -2.745404 -1.106318 2.824137
H 0.381894 1.275073 1.764160
H 1.285418 1.375481 -2.050055
H 1.777311 -1.076153 -2.102680
H 2.751938 -3.102888 -1.205094
H 3.065079 -4.581166 -0.297980
H 4.143860 -2.367373 0.525376
H 3.466160 -3.466280 1.717763
H 1.782913 -1.181963 0.644378
H 2.976463 -0.918679 1.904755
H 0.942907 -1.291759 3.047296
H 1.883822 -2.774811 3.243290
H -0.456157 -2.262812 1.366596
H -0.448662 -3.292882 2.796671
H -0.351816 -4.708972 0.850977
H 1.235605 -4.796911 1.643234
H -2.121731 -1.901285 -0.628015
H -2.624223 0.573112 -0.592134

Forces on atoms 1 to 3 (eV/Å):
N 0.2 -0.6 -0.1
C 0.1 -0.1 0.1
C -0.4 0.7 0.0

Calculated values
Total energy   -58018.8645 eV
E_LUMO   0.2 eV
Relative energy (zero: lowest compared OMol25 entry of this formula, charge and spin)   53.7 kcal per mole
Spin multiplicity   1

These are the Löwdin partial charges, in e, on atoms 1 to 8: N 0.199; C -0.218; C -0.140; C -0.198; N -0.229; C -0.153; C -0.212; C -0.023

***

No. 2
C47H45O6P4Sr as an isolated structure in a non-equilibrium geometry. Source: the Open Molecules 2025 dataset; level of theory: ωB97M-V/def2-TZVPD.

CARTESIAN COORDINATES (ANGSTROEM)
Sr -0.764694 -0.549633 0.047054
O -1.141551 -1.913481 3.566429
C -0.428253 -1.621989 2.611825
C 1.008736 -2.118692 2.692249
C 1.327746 -3.430093 3.020448
C 2.652469 -3.840010 3.061419
C 3.667554 -2.930534 2.803627
C 3.363702 -1.616808 2.473868
C 2.035834 -1.208341 2.398501
P 1.493440 0.468443 1.930500
C 0.914612 1.164002 3.507777
C 1.733104 1.133683 4.638938
C 1.291947 1.669517 5.835635
C 0.030638 2.251499 5.917782
C -0.795453 2.278744 4.804598
C -0.350250 1.729681 3.608985
C 3.033289 1.381307 1.556621
C 3.803216 0.919892 0.483839
C 4.949024 1.588022 0.085479
C 5.330283 2.754702 0.736583
C 4.551481 3.246120 1.772107
C 3.409047 2.567411 2.177961
H 0.525001 -4.123938 3.239554
H 2.896940 -4.864451 3.312554
H 4.703265 -3.238997 2.868804
H 4.170942 -0.919322 2.289183
H 2.714207 0.675675 4.581195
H 1.927729 1.630016 6.710501
H -0.313923 2.668065 6.855255
H -1.786042 2.709486 4.868912
H -1.033270 1.691768 2.766032
H 3.503009 0.017757 -0.043656
H 5.547468 1.198713 -0.728524
H 6.228695 3.277360 0.435332
H 4.832178 4.163528 2.273832
H 2.814968 2.968429 2.989175
O -2.120504 0.870409 -1.240960
P -0.931455 1.071502 -2.200618
C 0.661058 -0.130513 -1.903539
P 0.320068 -2.129100 -1.815130
O 0.712832 -2.572840 -0.433141
C -1.607477 -2.008552 -2.038721
C -2.604495 -2.275491 -1.039901
C -3.885111 -1.825090 -1.294793
C -4.211506 -1.267056 -2.528710
C -3.282346 -1.186469 -3.542206
C -1.954307 -1.513587 -3.288636
C 1.079584 -2.885567 -3.232956
C 0.365957 -3.718194 -4.091030
C 1.026009 -4.362486 -5.124515
C 2.392924 -4.186040 -5.291102
C 3.104163 -3.353870 -4.435338
C 2.451386 -2.701825 -3.405148
C -0.040402 2.513623 -1.538894
C 0.995686 3.069805 -2.287584
C 1.782203 4.067467 -1.738234
C 1.539753 4.505261 -0.443888
C 0.515155 3.947872 0.302958
C -0.288705 2.949912 -0.233520
C -1.231314 1.477893 -3.918906
C -0.379612 1.110062 -4.952111
C -0.630453 1.571475 -6.235067
C -1.722787 2.393484 -6.477437
C -2.564726 2.764914 -5.435888
C -2.321718 2.311425 -4.150053
H 1.068453 0.213129 -0.889803
H 1.418391 0.153513 -2.631131
H -2.323760 -2.832583 -0.138288
H -4.641107 -1.937741 -0.527598
H -5.225911 -0.932304 -2.700030
H -3.576511 -0.828796 -4.520571
H -1.194732 -1.487518 -4.059995
H -0.696743 -3.871544 -3.954282
H 0.476062 -5.011445 -5.792155
H 2.909967 -4.709191 -6.084325
H 4.170240 -3.226260 -4.564636
H 3.016498 -2.068992 -2.729897
H 1.196257 2.731093 -3.297461
H 2.586299 4.506319 -2.314182
H 2.152216 5.288867 -0.018343
H 0.332018 4.291604 1.313252
H -1.088426 2.529799 0.364085
H 0.466683 0.454727 -4.779266
H 0.025864 1.287624 -7.046707
H -1.921815 2.743253 -7.481407
H -3.411573 3.410642 -5.624785
H -2.979761 2.594456 -3.337263
C -4.241337 1.323402 1.667221
O -4.571636 0.405596 2.678568
P -3.303704 -0.600729 3.158912
O -3.406270 -0.124782 4.698091
C -2.792567 -0.875873 5.750411
O -4.153128 -1.999040 3.284315
C -3.800028 -3.087407 2.456038
H -4.946232 1.244919 0.836334
H -3.233149 1.127077 1.283760
H -4.262956 2.347675 2.049144
H -1.707305 -0.795130 5.708555
H -3.074563 -1.926552 5.688529
H -3.161862 -0.454304 6.682409
H -2.845230 -2.919114 1.951841
H -4.585580 -3.268176 1.716723
H -3.690008 -3.982168 3.068631

Forces on atoms 1 to 3 (eV/Å):
Sr -1.5 -0.2 6.0
O -0.1 -0.2 0.2
C 0.6 0.0 -0.5

Calculated values
Total energy   -99741.0992 eV
E_LUMO   -3.1 eV
Relative energy (zero: lowest compared OMol25 entry of this formula, charge and spin)   120.0 kcal per mole
Spin multiplicity   1
Charge   +1

These are the Löwdin partial charges, in e, on atoms 1 to 8: Sr 1.234; O -0.137; C -0.364; C -0.258; C -0.030; C -0.068; C -0.078; C -0.085

***

No. 3
C8H17N5O3 in the gas phase in a non-equilibrium geometry. Source: the Open Molecules 2025 dataset; level of theory: ωB97M-V/def2-TZVPD.

CARTESIAN COORDINATES (ANGSTROEM)
H -0.094648 5.823200 -2.167871
N -0.493100 5.227494 -1.438115
C 0.564864 4.585701 -0.856550
N 2.016782 4.579535 -1.128811
N 0.207376 3.672708 0.347052
C 0.291268 2.221295 0.152425
C -0.047451 1.464737 -1.068520
C 0.012020 -0.135036 -0.693014
C -0.894429 -0.649003 0.273882
N -0.562120 -0.511605 1.682445
C -0.905499 -2.145427 -0.108714
O -1.092717 -2.516930 -1.295433
N -0.860208 -3.139387 0.829772
C -1.098946 -4.472409 0.469936
C 0.067825 -5.344255 0.710746
O 0.147320 -6.632421 0.464159
O 1.244987 -4.696664 1.273122
H 2.544801 5.343521 -1.527046
H 2.364119 3.744789 -0.337332
H -0.701709 4.011715 0.535545
H 1.397041 2.018710 0.281442
H -0.031532 1.727810 1.131979
H 0.599264 1.870277 -1.969862
H -1.068280 1.931026 -1.346073
H 0.069845 -0.773858 -1.617682
H 1.093088 -0.436291 -0.453438
H -1.865466 -0.282148 0.207322
H -0.753124 0.372847 2.160447
H 0.615027 -0.796218 1.766097
H -0.765259 -2.687573 1.793655
H -1.756364 -4.800114 1.369199
H -1.570959 -4.773310 -0.406078
H 1.326185 -3.802713 0.965312

Forces on atoms 1 to 3 (eV/Å):
H -0.2 0.1 0.0
N 4.7 -2.2 2.0
C -1.5 0.5 -0.4

Calculated values
Total energy   -22160.1836 eV
E_LUMO   0.1 eV
Relative energy (zero: lowest compared OMol25 entry of this formula, charge and spin)   148.7 kcal per mole
Spin multiplicity   1

These are the Löwdin partial charges, in e, on atoms 1 to 8: H 0.016; N 0.066; C -0.410; N 0.056; N -0.018; C -0.326; C -0.159; C -0.172

***

No. 4
C43H36N6OSSiTl as an isolated structure. Source: the Open Molecules 2025 dataset; level of theory: ωB97M-V/def2-TZVPD.

CARTESIAN COORDINATES (ANGSTROEM)
Tl -0.734779 -0.443749 2.384022
C -5.772220 3.949338 5.299892
Si -4.185460 3.732350 4.351821
C -4.229095 4.754458 2.794400
C -2.776871 4.262306 5.437591
C -4.138043 1.934167 3.756478
C -5.342823 1.238107 3.704500
C -5.437301 -0.049115 3.179551
C -4.293528 -0.610377 2.665359
N -3.124473 0.040230 2.671539
C -3.013538 1.260387 3.234728
S -1.377804 1.912254 3.258271
H -5.805795 4.967503 5.701323
H -5.845174 3.255764 6.144369
H -6.658072 3.818202 4.669650
H -4.360274 5.817645 3.024894
H -5.056220 4.441865 2.149595
H -3.294218 4.645414 2.232762
H -2.963564 5.291630 5.763969
H -1.817302 4.235037 4.918329
H -2.698607 3.634340 6.331801
H -6.239913 1.703433 4.102234
H -6.373419 -0.590370 3.164840
H -4.288262 -1.599109 2.217539
C -1.407915 -2.595505 6.176654
C -1.469520 -3.922956 5.768994
C -1.202706 -4.261955 4.451726
C -0.878501 -3.269951 3.526352
C -0.811477 -1.947087 3.947760
C -1.085788 -1.599824 5.260371
C -0.609381 -3.620095 2.102490
C 0.066272 -4.825263 1.779280
C 0.425137 -5.062608 0.490472
C 0.077944 -4.134405 -0.520193
C 0.415463 -4.315498 -1.883218
C 0.017308 -3.404740 -2.820491
C -0.755520 -2.285570 -2.434441
C -1.087190 -2.086318 -1.124208
C -0.654828 -2.996166 -0.131637
N -0.947981 -2.742441 1.184469
H -1.617329 -2.333061 7.206694
H -1.733750 -4.697106 6.480517
H -1.275902 -5.298142 4.138416
H -1.042943 -0.561638 5.576229
H 0.332216 -5.513300 2.569289
H 0.985118 -5.953238 0.225138
H 0.984792 -5.193985 -2.169225
H 0.274865 -3.546454 -3.862295
H -1.098004 -1.586726 -3.189199
H -1.698138 -1.245304 -0.820407
C 6.972352 1.301146 -9.326400
O 5.913472 2.128174 -8.857738
C 5.306021 1.779062 -7.707381
C 5.688270 0.699414 -6.918225
C 4.993330 0.435607 -5.744454
C 3.929589 1.229483 -5.341431
C 3.554607 2.307601 -6.148731
C 4.231463 2.580001 -7.314391
C 3.185654 0.972388 -4.102555
N 2.026280 1.504140 -3.784109
C 1.720940 0.988127 -2.552421
C 2.696721 0.134927 -2.111676
N 3.638208 0.137014 -3.114147
C 2.656121 -0.516541 -0.840519
C 3.639331 -1.371943 -0.320643
C 3.481632 -1.914705 0.929996
C 2.341211 -1.584908 1.665280
N 1.410073 -0.778897 1.189707
C 1.530119 -0.262318 -0.043408
C 0.440798 0.570350 -0.535723
N -0.666361 0.666552 0.222337
C -1.664557 1.433345 -0.170042
C -1.625230 2.150821 -1.370581
C -0.520683 2.037825 -2.175938
C 0.543404 1.222805 -1.765968
H 7.280467 1.719456 -10.277342
H 6.634545 0.273621 -9.474838
H 7.816943 1.313881 -8.635039
H 6.511144 0.060918 -7.205315
H 5.297223 -0.426397 -5.158202
H 2.721774 2.926513 -5.839037
H 3.952930 3.414420 -7.946621
H 4.504528 -0.369894 -3.133373
H 4.519512 -1.607903 -0.906833
H 4.221475 -2.580721 1.353201
H 2.184090 -1.978434 2.665662
H -2.530673 1.476714 0.481234
H -2.467313 2.768416 -1.648963
H -0.444897 2.557568 -3.124367

Forces on atoms 1 to 3 (eV/Å):
Tl -0.1 0.4 0.4
C -0.2 0.0 0.1
Si 0.0 0.0 -0.1

Calculated values
Total energy   -79568.2449 eV
E_LUMO   -3.0 eV
Spin multiplicity   1
Charge   +1

These are the Löwdin partial charges, in e, on atoms 1 to 8: Tl 0.932; C -0.186; Si 0.487; C -0.172; C -0.191; C -0.232; C -0.065; C -0.050

***

no.,gap between HOMO and LUMO (eV)
1,9.3
2,5.5
3,9.6
4,7.1